{
  "formula": "C28H84O14",
  "method": "ωB97M-V/def2-TZVPD",
  "e_lumo_ev": 0.27,
  "homo_lumo_gap_ev": 9.362,
  "e_above_lowest_kj_mol": 183.2,
  "elements": ["C", "C", "O", "H", "H", "H", "H", "H", "H", "C", "C", "O", "H", "H", "H", "H", "H", "H", "C", "C", "O", "H", "H", "H", "H", "H", "H", "C", "C", "O", "H", "H", "H", "H", "H", "H", "C", "C", "O", "H", "H", "H", "H", "H", "H", "C", "C", "O", "H", "H", "H", "H", "H", "H", "C", "C", "O", "H", "H", "H", "H", "H", "H", "C", "C", "O", "H", "H", "H", "H", "H", "H", "C", "C", "O", "H", "H", "H", "H", "H", "H", "C", "C", "O", "H", "H", "H", "H", "H", "H", "C", "C", "O", "H", "H", "H", "H", "H", "H", "C", "C", "O", "H", "H", "H", "H", "H", "H", "C", "C", "O", "H", "H", "H", "H", "H", "H", "C", "C", "O", "H", "H", "H", "H", "H", "H"],
  "positions_angstrom": [[-2.95830, -3.04585, 0.22987], [-4.41654, -3.40213, 0.10176], [-5.15718, -2.36193, 0.73257], [-2.32688, -3.84041, -0.16773], [-2.68946, -2.83691, 1.26533], [-2.71609, -2.14324, -0.33114], [-4.60246, -4.38627, 0.53187], [-4.74590, -3.42441, -0.93705], [-6.10726, -2.47431, 0.65306], [-4.20972, -0.33989, 4.89876], [-4.67935, -0.42362, 3.41144], [-3.53679, -0.80186, 2.65455], [-4.09860, -1.33143, 5.33762], [-4.90195, 0.26491, 5.48453], [-3.28215, 0.22707, 4.97797], [-4.95856, 0.56498, 3.04702], [-5.50971, -1.08513, 3.16442], [-3.79822, -1.33170, 1.89790], [0.69486, -4.46216, 1.78920], [1.65879, -4.71769, 2.94789], [1.70176, -3.67421, 3.80198], [0.99891, -3.60995, 1.18143], [-0.34425, -4.27705, 2.06140], [0.57480, -5.29948, 1.10175], [2.69470, -4.87536, 2.64768], [1.33128, -5.57564, 3.53505], [2.26660, -3.02043, 3.38351], [0.31781, -2.81314, -3.02428], [0.46294, -3.67905, -1.73637], [0.78928, -4.95629, -2.28159], [0.07360, -1.79104, -2.73484], [-0.36478, -3.20875, -3.77638], [1.30105, -2.71414, -3.48420], [-0.42052, -3.74191, -1.10104], [1.27467, -3.32468, -1.10106], [-0.02076, -5.23650, -2.71392], [-3.61649, 4.20307, -2.81404], [-2.73829, 4.08847, -1.59817], [-2.25082, 2.82577, -1.40365], [-3.83557, 5.25078, -3.01997], [-4.57007, 3.67949, -2.74571], [-3.14286, 3.79288, -3.70596], [-3.30885, 4.34296, -0.70498], [-1.93040, 4.82018, -1.59447], [-2.13804, 2.73757, -0.45438], [1.99397, 3.48370, 2.43179], [3.02849, 3.74807, 1.32615], [4.27762, 3.96935, 1.89495], [0.99173, 3.26087, 2.06579], [1.98150, 4.40679, 3.01132], [2.35277, 2.76076, 3.16440], [2.75311, 4.62438, 0.73935], [3.03416, 2.90470, 0.63565], [4.96212, 4.19410, 1.26048], [3.65342, -1.85508, -1.62259], [4.34514, -2.69670, -2.69784], [5.23866, -3.64115, -2.03969], [2.95840, -1.11574, -2.02061], [4.39923, -1.33810, -1.01876], [3.16243, -2.52896, -0.92051], [4.88325, -2.09282, -3.42849], [3.58169, -3.25270, -3.24199], [5.63889, -4.18590, -2.72135], [2.79112, -0.46808, -5.94751], [1.64371, 0.37754, -5.35823], [1.66929, 0.38566, -3.91340], [3.78283, -0.17330, -5.60441], [2.78539, -0.40229, -7.03551], [2.54226, -1.51452, -5.77103], [0.71752, -0.10798, -5.66570], [1.65407, 1.37988, -5.78638], [0.79162, 0.68686, -3.66727], [0.31430, 0.69583, 0.14793], [-0.74108, -0.13817, 0.83915], [-1.14581, 0.48305, 2.04717], [-0.06379, 1.67394, -0.14947], [0.68725, 0.17969, -0.73673], [1.17560, 0.93062, 0.77334], [-0.40521, -1.13964, 1.10811], [-1.55356, -0.28984, 0.12853], [-1.90947, 0.05612, 2.44235], [1.01354, 4.03120, -2.64741], [1.00106, 4.34149, -4.11661], [1.82308, 5.45924, -4.26684], [2.00679, 3.85220, -2.23569], [0.47369, 3.12891, -2.36013], [0.66277, 4.86248, -2.03582], [0.00718, 4.58525, -4.49197], [1.40275, 3.55890, -4.76026], [2.72994, 5.17787, -4.40843], [4.78080, -0.14094, 2.13297], [3.38038, -0.66099, 1.89472], [3.25423, -2.00010, 2.36979], [5.03064, -0.37701, 3.16735], [4.80747, 0.92703, 1.91657], [5.53604, -0.64919, 1.53348], [3.14014, -0.59412, 0.83363], [2.65228, -0.06373, 2.44359], [3.88676, -2.47788, 1.82826], [0.12874, -0.61601, 4.94626], [-0.84431, -1.81270, 5.09667], [-0.12715, -2.91027, 5.58229], [0.89774, -0.51949, 5.71270], [-0.46923, 0.29398, 4.89679], [0.64742, -0.61605, 3.98758], [-1.37091, -2.07883, 4.18017], [-1.53851, -1.48278, 5.86955], [0.58095, -3.03374, 4.94593], [-1.33381, 3.66572, 3.77251], [-2.53861, 3.53050, 2.83962], [-2.02963, 3.10398, 1.56368], [-0.80496, 2.71424, 3.82832], [-1.71968, 3.81130, 4.78148], [-0.63004, 4.44706, 3.48563], [-3.03982, 4.47507, 2.62825], [-3.29868, 2.84248, 3.20978], [-1.46406, 2.34519, 1.72487], [-2.69974, -0.44727, -3.73265], [-1.82732, 0.77619, -4.16105], [-0.83642, 1.08184, -3.17428], [-2.08259, -1.28988, -3.42083], [-3.36239, -0.77342, -4.53429], [-3.34910, -0.13770, -2.91374], [-2.47454, 1.64095, -4.30729], [-1.39750, 0.58475, -5.14426], [-1.34220, 1.59128, -2.53690]],
  "atomic_forces_ev_per_a": [[0.2, 0.2, -0.3], [-0.3, 0.2, -0.4], [0.1, 0.3, 0.6], [0.0, -0.1, 0.2], [0.1, -0.3, 0.1], [-0.1, 0.0, -0.1], [-0.2, 0.0, 0.3], [0.3, -0.2, -0.2], [0.0, -0.2, -0.1], [-0.9, 0.2, -0.8], [0.9, 0.7, 0.5], [0.6, -0.3, 0.0], [0.1, 0.1, 0.0], [-0.3, -0.3, 0.1], [0.2, -0.3, -0.3], [-0.3, 0.3, 0.2], [0.0, -0.2, 0.6], [-0.4, 0.0, -0.2], [-0.2, -0.3, -0.8], [-0.7, -1.7, -1.1], [0.0, 2.1, 1.8], [0.2, 0.1, 0.1], [0.1, 0.2, 0.8], [0.5, -0.3, -0.1], [0.0, -0.6, -0.7], [0.0, -0.3, -0.2], [0.2, 0.7, 0.1], [0.5, 1.0, 1.6], [0.0, 0.2, -2.1], [0.1, -0.7, 1.0], [-0.4, 0.2, -0.3], [-0.2, -0.1, 0.3], [0.0, -0.3, 0.0], [-0.2, 0.2, -0.2], [0.1, -0.2, -0.3], [0.1, -0.3, -0.1], [-0.1, 0.0, -0.6], [-0.9, 1.8, 0.5], [0.7, -2.1, -0.2], [0.0, 0.0, 0.0], [0.0, -0.1, 0.4], [0.3, 0.1, 0.0], [-0.4, 0.3, 0.0], [0.2, 0.2, -0.5], [0.1, -0.3, 0.5], [1.0, 1.0, 0.2], [-1.1, -0.4, -0.5], [0.9, -0.1, 1.1], [0.2, -0.1, -0.1], [-0.4, 0.2, 0.1], [-0.1, -0.5, -0.3], [-0.4, 0.1, -0.1], [0.2, -0.3, -0.2], [-0.3, 0.0, -0.3], [0.8, -0.4, 0.1], [-0.2, -0.4, 0.6], [-0.5, 0.8, -0.2], [0.0, -0.2, -0.2], [0.2, 0.2, -0.1], [-0.2, 0.0, -0.1], [0.1, 0.2, 0.1], [-0.1, -0.1, -0.1], [0.0, -0.1, 0.0], [-0.9, 0.2, 0.0], [0.5, -0.8, 0.3], [0.8, -0.1, -1.4], [-0.1, -0.2, 0.2], [0.0, 0.3, -0.1], [0.5, -0.1, 0.4], [-0.2, 0.1, -0.2], [0.1, 0.3, 0.2], [-0.4, 0.2, 0.6], [0.4, 0.1, 0.2], [0.0, -0.3, 0.3], [0.7, 1.0, -0.3], [-0.3, 0.0, -0.2], [-0.1, 0.0, -0.1], [0.0, -0.3, 0.3], [0.5, -0.2, -0.2], [-0.4, 0.2, 0.0], [-0.6, -0.5, -0.1], [-0.2, -1.0, 1.2], [0.4, -0.3, 0.3], [0.6, 1.6, -0.8], [0.4, 0.0, -0.5], [-0.4, 0.1, -0.2], [-0.4, 0.1, -0.3], [-0.1, 0.1, 0.1], [-0.2, -0.5, 0.2], [-0.1, 0.0, 0.1], [-0.1, -0.2, 0.3], [0.0, 0.5, 0.1], [0.2, 0.1, -0.6], [0.1, 0.5, 0.1], [0.2, 0.0, 0.2], [-0.1, 0.0, -0.3], [-0.2, -0.1, -0.1], [0.0, 0.0, 0.0], [0.1, -0.6, 0.1], [-0.7, 0.3, -1.2], [1.3, 1.1, 1.0], [-0.6, -0.4, 0.6], [-0.4, -0.3, 0.3], [0.1, 0.3, 0.2], [0.1, -0.3, -0.1], [-0.2, 0.4, -0.2], [-0.4, -0.5, -0.1], [0.4, -0.6, -0.2], [-1.0, -0.3, 0.6], [1.2, 0.2, -0.9], [-0.6, 0.5, -0.4], [0.1, -0.1, -0.2], [0.2, 0.4, 0.2], [-0.3, 0.0, 0.0], [0.1, 0.1, 0.2], [0.1, -0.2, 0.2], [0.1, -0.7, 0.2], [0.3, 0.9, -0.1], [-0.8, -1.0, 0.1], [-0.6, -0.4, -1.0], [0.0, 0.1, 0.0], [0.1, 0.0, -0.2], [0.1, -0.1, 0.2], [-0.1, 0.1, 0.1], [0.5, 0.0, 0.2], [0.1, 0.6, 0.8]]
}

***

{
  "formula": "C37H74I2N13O10",
  "method": "ωB97M-V/def2-TZVPD",
  "e_lumo_ev": -2.09,
  "homo_lumo_gap_ev": 8.094,
  "charge": 1,
  "elements": ["C", "C", "C", "N", "C", "N", "C", "C", "C", "I", "N", "C", "N", "C", "C", "C", "O", "N", "C", "C", "O", "I", "H", "H", "H", "H", "H", "H", "H", "H", "H", "H", "H", "H", "H", "H", "H", "H", "H", "H", "C", "O", "N", "C", "C", "H", "H", "H", "H", "H", "H", "H", "C", "O", "N", "C", "C", "H", "H", "H", "H", "H", "H", "H", "C", "O", "N", "C", "C", "H", "H", "H", "H", "H", "H", "H", "C", "O", "N", "C", "C", "H", "H", "H", "H", "H", "H", "H", "C", "O", "N", "C", "C", "H", "H", "H", "H", "H", "H", "H", "C", "O", "N", "C", "C", "H", "H", "H", "H", "H", "H", "H", "C", "O", "N", "C", "C", "H", "H", "H", "H", "H", "H", "H", "C", "O", "N", "C", "C", "H", "H", "H", "H", "H", "H", "H"],
  "positions_angstrom": [[3.44594, -1.28855, -0.95760], [2.42301, -1.90346, -1.05650], [1.13045, -2.59329, -1.15710], [0.14053, -1.71850, -1.75747], [-0.02748, -1.19275, -2.99930], [0.71837, -1.40841, -4.08638], [1.86269, -2.29460, -4.29624], [1.86701, -2.67028, -5.78582], [2.88144, -3.74930, -6.16824], [2.37811, -5.69003, -5.40201], [-1.08198, -0.37981, -3.03943], [-1.62392, -0.41110, -1.82012], [-2.72695, 0.25764, -1.35716], [-2.37942, 1.47238, -0.57566], [-3.76799, 0.55729, -2.35479], [-3.43260, 1.32083, -3.60087], [-4.88656, 0.22322, -2.08177], [-0.91626, -1.22441, -1.02837], [-1.23944, -1.51035, 0.34669], [-2.09214, -2.78754, 0.48822], [-2.20836, -3.34332, 1.52484], [-3.09266, -3.57560, -1.25345], [4.29779, -0.64891, -1.00647], [0.84028, -2.85355, -0.14018], [1.21470, -3.53722, -1.69325], [0.42673, -0.86957, -4.88728], [1.79061, -3.22364, -3.74360], [2.78935, -1.75555, -4.09170], [1.95815, -1.78730, -6.42188], [0.87340, -3.08693, -5.98821], [2.89555, -3.84443, -7.24835], [3.87254, -3.48563, -5.80499], [-2.09838, 2.31909, -1.20205], [-3.24884, 1.72364, 0.03362], [-1.56938, 1.22587, 0.10597], [-2.64503, 2.05137, -3.44905], [-4.32563, 1.76386, -4.02788], [-3.05326, 0.60416, -4.33132], [-0.35060, -1.68511, 0.94941], [-1.78076, -0.69202, 0.80477], [-2.61883, 4.52664, -4.44265], [-2.26502, 3.61265, -5.17357], [-3.10311, 5.70250, -4.87036], [-3.50099, 6.74754, -3.94573], [-3.23005, 5.93053, -6.30189], [-2.56098, 4.45717, -3.34352], [-4.55767, 6.98580, -4.07998], [-2.91107, 7.64892, -4.12135], [-3.34053, 6.41601, -2.92134], [-3.89230, 5.18496, -6.74193], [-2.25549, 5.84420, -6.78252], [-3.63446, 6.92388, -6.47677], [0.58711, 2.11109, 1.25957], [0.32115, 0.96127, 0.91132], [0.94913, 2.50989, 2.47308], [1.18739, 3.92677, 2.71942], [1.07921, 1.54067, 3.54850], [0.50449, 2.94825, 0.54867], [2.20470, 4.09256, 3.07963], [0.47986, 4.28578, 3.46255], [1.03539, 4.48179, 1.80360], [1.83304, 0.79575, 3.29183], [0.12997, 1.02713, 3.70631], [1.37057, 2.05085, 4.46175], [2.03283, -4.43975, 4.53965], [2.73993, -4.83069, 5.44691], [0.85401, -4.98818, 4.18669], [0.06248, -4.47086, 3.08909], [0.36126, -6.13582, 4.93302], [2.30945, -3.57215, 3.91375], [-0.91544, -4.15313, 3.44444], [-0.07051, -5.24781, 2.33177], [0.56868, -3.61686, 2.63844], [0.23880, -5.87366, 5.98413], [1.07257, -6.95823, 4.86788], [-0.59456, -6.45250, 4.52418], [-1.61509, 6.67339, 1.88899], [-0.51652, 6.13021, 1.91947], [-2.22456, 7.23661, 2.93468], [-3.54115, 7.83690, 2.80914], [-1.55630, 7.23852, 4.22586], [-2.21314, 6.72272, 0.96543], [-3.50110, 8.89378, 3.07902], [-4.24537, 7.32729, 3.46653], [-3.89486, 7.74359, 1.78585], [-0.60422, 7.76512, 4.15454], [-1.35657, 6.21520, 4.54584], [-2.18851, 7.72958, 4.96009], [2.90902, -9.27123, 5.97009], [2.60769, -10.36745, 5.53751], [3.45675, -9.03929, 7.17618], [3.78506, -7.69733, 7.61866], [3.72332, -10.16935, 8.05002], [2.75571, -8.34614, 5.38736], [4.85544, -7.62164, 7.82025], [3.23522, -7.45765, 8.53107], [3.52122, -6.97142, 6.85076], [4.40875, -10.86487, 7.56506], [2.79734, -10.70281, 8.26641], [4.16307, -9.81347, 8.97808], [5.75042, -4.34825, -1.90516], [6.51658, -3.42212, -1.70966], [6.10439, -5.61868, -2.14752], [5.10412, -6.64022, -2.37100], [7.51701, -5.96803, -2.18769], [4.65863, -4.20753, -1.90361], [5.19036, -7.42941, -1.62157], [5.22871, -7.07865, -3.36273], [4.11036, -6.20059, -2.30672], [7.98666, -5.73492, -1.23227], [8.02204, -5.39287, -2.96368], [7.62303, -7.02945, -2.39507], [-0.30807, 5.10429, -1.22531], [-1.32818, 4.45722, -1.42107], [0.77803, 5.06470, -2.00943], [1.96153, 5.85459, -1.71908], [0.76915, 4.20371, -3.18366], [-0.19882, 5.77785, -0.35969], [2.17033, 6.53514, -2.54585], [2.82279, 5.20020, -1.57370], [1.80622, 6.43780, -0.81391], [-0.03734, 4.48958, -3.85820], [0.60845, 3.16576, -2.88652], [1.72027, 4.28912, -3.70239], [-5.90852, 4.90721, 0.28538], [-5.59322, 5.69200, 1.16209], [-5.92684, 3.56932, 0.42598], [-6.30758, 2.67883, -0.65614], [-5.54955, 3.00228, 1.70947], [-6.20975, 5.24040, -0.72211], [-7.17489, 2.08387, -0.36601], [-5.48186, 2.00528, -0.89549], [-6.55879, 3.25500, -1.54401], [-6.21178, 3.37162, 2.49267], [-4.52920, 3.29536, 1.96301], [-5.61592, 1.91816, 1.66017]],
  "atomic_forces_ev_per_a": [[-0.3, 0.2, -0.4], [0.1, -0.1, 0.0], [1.0, 0.1, 0.3], [-0.6, -0.1, -0.3], [0.4, -0.4, 0.0], [0.1, -0.3, 0.4], [0.3, 0.4, -1.1], [-0.8, -0.9, 0.3], [-0.1, 0.7, 0.1], [0.1, 0.3, 0.0], [-0.6, 0.1, 0.2], [0.8, 0.1, -0.8], [0.4, 0.0, -0.5], [-0.5, -0.1, 0.6], [-0.8, 0.0, -0.2], [0.3, -0.5, 0.1], [0.3, -0.1, 0.1], [-0.7, 0.9, 1.1], [0.2, -1.2, -0.4], [-0.2, -0.2, 0.2], [0.0, 0.2, -0.1], [0.2, 0.2, 0.0], [0.2, -0.2, 0.2], [-0.4, 0.0, -0.1], [-0.1, 0.1, -0.1], [-0.1, 0.1, 0.1], [0.0, 0.1, 0.3], [0.0, -0.2, 0.4], [0.3, 0.0, 0.0], [0.0, 0.1, -0.1], [0.1, -0.2, 0.0], [0.1, -0.2, -0.1], [0.1, 0.0, 0.0], [0.0, 0.1, -0.1], [0.1, 0.1, -0.2], [0.0, 0.0, -0.1], [-0.1, 0.1, 0.2], [0.1, 0.1, 0.0], [0.1, 0.3, 0.0], [0.0, 0.2, -0.2], [-0.1, 0.0, 0.2], [0.1, 0.1, -0.1], [0.0, 0.1, 0.0], [0.0, 0.0, -0.2], [0.1, -0.1, 0.1], [0.0, 0.0, -0.1], [0.0, 0.1, 0.1], [0.0, 0.0, 0.1], [0.0, 0.0, 0.0], [0.0, 0.0, -0.1], [0.0, 0.0, -0.1], [0.0, 0.0, 0.0], [-0.2, 0.2, -0.4], [0.2, -0.3, 0.3], [0.2, 0.1, -0.1], [0.2, -0.3, 0.4], [0.0, -0.1, -0.2], [0.0, 0.0, 0.0], [0.0, -0.1, 0.0], [0.0, 0.2, 0.0], [-0.1, 0.1, 0.0], [0.0, 0.0, 0.1], [0.0, 0.0, 0.1], [0.0, 0.0, 0.0], [0.1, 0.1, 0.0], [-0.1, -0.1, 0.0], [0.0, 0.1, -0.1], [0.1, -0.3, 0.3], [0.1, 0.1, 0.1], [0.0, 0.0, 0.0], [0.0, 0.0, -0.1], [-0.1, 0.1, -0.1], [0.0, 0.0, 0.0], [0.0, 0.0, 0.0], [-0.1, 0.0, 0.0], [0.0, 0.0, 0.0], [-0.2, -0.1, -0.1], [0.0, 0.2, 0.0], [0.0, 0.1, 0.0], [0.0, 0.1, 0.2], [0.1, -0.1, -0.1], [0.0, 0.0, 0.0], [0.0, 0.0, 0.0], [-0.1, 0.0, -0.1], [0.0, -0.1, 0.0], [0.0, 0.0, 0.1], [0.0, 0.0, 0.1], [0.0, 0.0, 0.0], [0.0, 0.0, -0.1], [0.0, 0.0, 0.0], [0.0, 0.1, 0.0], [0.0, -0.2, 0.0], [-0.1, 0.0, -0.2], [0.0, 0.0, 0.0], [0.0, 0.1, 0.0], [0.0, 0.1, 0.0], [0.0, 0.0, 0.0], [0.0, 0.0, 0.0], [0.0, 0.0, 0.0], [0.0, 0.0, 0.0], [0.1, 0.3, 0.0], [0.0, -0.1, 0.0], [0.0, -0.1, 0.0], [0.2, -0.1, 0.0], [-0.1, 0.2, 0.0], [-0.2, 0.0, 0.0], [-0.1, 0.0, 0.0], [-0.1, -0.1, 0.0], [0.0, 0.0, 0.0], [0.0, 0.0, 0.0], [0.0, 0.0, 0.0], [0.0, 0.0, 0.0], [0.2, 0.3, 0.2], [-0.1, -0.2, -0.1], [0.1, 0.0, 0.0], [-0.1, -0.1, -0.1], [-0.1, 0.0, 0.1], [0.0, -0.1, 0.0], [0.1, 0.0, 0.0], [0.0, 0.1, 0.0], [0.0, 0.0, 0.0], [0.1, -0.1, 0.0], [0.0, 0.0, -0.1], [0.0, 0.0, 0.0], [0.0, 0.0, 0.0], [0.1, 0.0, 0.0], [0.0, 0.0, -0.1], [0.2, 0.0, 0.2], [0.0, 0.2, 0.0], [0.0, 0.0, 0.0], [0.0, 0.0, -0.1], [-0.3, 0.1, 0.0], [0.0, 0.1, 0.0], [0.0, 0.0, 0.0], [0.0, 0.0, 0.1], [0.0, 0.0, 0.0]]
}